C9H14 | ωB97M-V/def2-TZVPD

Bonds (Å) are listed after each position.
Atoms and positions in Å:
1 C -1.286 1.157 4.091  C2 1.518, H3 1.097, H4 1.087, H5 1.090
2 C -0.595 1.034 2.745  C1 1.518, H6 1.094, H7 1.071, H8 1.096
3 H -1.472 0.158 4.503  C1 1.097
4 H -0.664 1.679 4.813  C1 1.087
5 H -2.298 1.557 4.011  C1 1.090
6 H 0.388 0.563 2.833  C2 1.094
7 H -1.123 0.578 1.932  C2 1.071
8 H -0.322 2.029 2.376  C2 1.096
9 C 2.292 -1.382 -2.256  C13 1.502, H20 1.087, H21 1.095, H23 1.094
10 C -0.460 1.046 -1.488  C11 1.391, C12 1.382, H16 1.083
11 C -1.191 0.392 -0.501  C10 1.391, C14 1.394, H17 1.080
12 C 0.574 0.402 -2.141  C10 1.382, C13 1.394, H18 1.083
13 C 1.043 -0.813 -1.644  C9 1.502, C12 1.394, C15 1.383
14 C -0.727 -0.805 0.043  C11 1.394, C15 1.392, H19 1.075
15 C 0.386 -1.377 -0.565  C13 1.383, C14 1.392, H22 1.087
16 H -0.711 2.084 -1.672  C10 1.083
17 H -2.089 0.819 -0.080  C11 1.080
18 H 1.066 0.924 -2.952  C12 1.083
19 H -1.189 -1.299 0.878  C14 1.075
20 H 3.126 -0.689 -2.336  C9 1.087
21 H 2.080 -1.797 -3.247  C9 1.095
22 H 0.795 -2.338 -0.264  C15 1.087
23 H 2.650 -2.260 -1.711  C9 1.094

Properties
* SMILES string: Cc1ccccc1.CC
* max |F|: 0.0326 hartree/bohr
* orbital gap: 9.98 eV

Here are the natural (NBO) charges for atoms 1 to 8, given in e: number 1, C, carries -0.61; number 2, C, carries -0.61; number 3, H, carries 0.20; number 4, H, carries 0.21; number 5, H, carries 0.20; number 6, H, carries 0.20; number 7, H, carries 0.21; number 8, H, carries 0.20